## 1
{
  "formula": "C2H4NO2",
  "method": "ωB97M-V/def2-TZVPD",
  "charge": 1,
  "species": ["C", "C", "N", "O", "O", "H", "H", "H", "H"],
  "positions_angstrom": [[-2.33, -0.44, 0.26], [-0.96, 0.35, 0.26], [1.40, -0.13, -0.05], [-3.26, 0.09, -0.20], [0.04, -0.38, 0.03], [-2.26, -1.46, 0.38], [-0.95, 1.49, 0.43], [1.71, 0.79, 0.31], [2.05, -0.92, -0.28]]
}

## 2
{
  "formula": "C2H4NO2",
  "method": "ωB97M-V/def2-TZVPD",
  "charge": 1,
  "smiles": "[NH3+]C(=O)C=O",
  "species": ["N", "C", "O", "C", "O", "H", "H", "H", "H"],
  "positions_angstrom": [[0.12, 1.11, 0.42], [0.57, -0.22, -0.28], [1.67, -0.27, -0.65], [-0.54, -1.35, -0.39], [-1.66, -1.20, -0.02], [0.85, 1.83, 0.46], [-0.24, 0.88, 1.37], [-0.71, 1.47, -0.09], [-0.07, -2.24, -0.84]]
}

Which of them is the most stable? Correct choice: 2.

## 1
{
  "formula": "C5H13OP",
  "method": "ωB97M-V/def2-TZVPD",
  "smiles": "C=C(C)C.CPO",
  "species": ["C", "C", "C", "C", "H", "H", "H", "H", "H", "H", "H", "H", "C", "P", "O", "H", "H", "H", "H", "H"],
  "positions_angstrom": [[1.64, 1.27, -0.84], [1.74, 0.24, 0.00], [1.68, 0.31, 1.47], [2.08, -1.10, -0.47], [1.92, 1.10, -1.83], [1.20, 2.20, -0.48], [2.13, -0.53, 2.00], [0.56, 0.23, 1.77], [2.18, 1.21, 1.82], [1.79, -1.43, -1.41], [3.27, -1.25, -0.47], [1.72, -1.93, 0.22], [-3.47, 0.29, -0.91], [-1.77, 0.48, -0.18], [-2.24, -0.04, 1.26], [-3.53, -0.79, -1.20], [-4.13, 0.40, -0.04], [-3.75, 0.96, -1.68], [-1.25, -0.80, -0.75], [-1.76, -0.79, 1.71]]
}

## 2
{
  "formula": "C5H13OP",
  "method": "ωB97M-V/def2-TZVPD",
  "smiles": "CC(C)[C@@H](C)PO",
  "species": ["C", "C", "C", "C", "C", "P", "O", "H", "H", "H", "H", "H", "H", "H", "H", "H", "H", "H", "H", "H"],
  "positions_angstrom": [[-0.38, -1.59, 0.34], [-0.66, -0.44, -0.71], [-2.08, 0.00, -0.45], [0.43, 0.73, -0.60], [0.40, 1.64, 0.59], [2.10, -0.15, -0.57], [2.43, -0.48, 1.01], [-1.13, -2.43, 0.20], [-0.39, -1.17, 1.35], [0.57, -2.02, 0.17], [-0.56, -0.82, -1.66], [-2.27, 0.20, 0.56], [-2.79, -0.71, -0.82], [-2.36, 0.87, -1.01], [0.32, 1.15, -1.59], [0.98, 1.31, 1.51], [-0.63, 1.73, 0.95], [1.05, 2.54, 0.27], [2.82, 1.04, -0.58], [2.14, -1.40, 1.05]]
}

Which of them is the most stable? Correct choice: 2.

## 1
{
  "formula": "C2HBr2FO",
  "method": "ωB97M-V/def2-TZVPD",
  "species": ["C", "C", "O", "F", "Br", "Br", "H"],
  "positions_angstrom": [[-1.90, 0.32, 1.32], [0.82, -0.04, -0.50], [-2.38, -0.17, 2.21], [0.48, -1.28, -0.16], [-0.14, 0.15, -2.26], [2.69, 0.21, -0.61], [0.42, 0.81, -0.01]]
}

## 2
{
  "formula": "C2HBr2FO",
  "method": "ωB97M-V/def2-TZVPD",
  "species": ["C", "C", "O", "F", "Br", "Br", "H"],
  "positions_angstrom": [[1.41, -0.19, 0.11], [-1.70, 0.38, -0.78], [1.27, 0.90, 0.54], [1.73, -1.16, 0.95], [-2.21, 1.78, 0.24], [-1.89, -1.25, -0.02], [1.39, -0.46, -1.04]]
}

Which of them is the most stable? Correct choice: 1.